[1]
{"formula": "C4H12NO2", "method": "the ωB97M-V functional and the def2-TZVPD basis", "gap_ha": 0.403, "charge": 1, "spin_multiplicity": 1, "e_above_lowest_kcal_mol": 62.7, "e_homo_ev": -14.813, "fmax_ev_per_a": 3.68, "elements": ["O", "C", "C", "C", "C", "N", "H", "H", "H", "H", "H", "H", "H", "H", "H", "H", "H", "H", "O"], "xyz": [[0.218, -0.632, -1.444], [0.198, -1.141, -0.347], [-0.458, -0.357, 0.767], [0.691, 0.269, 1.591], [1.618, -0.744, 2.297], [-1.169, 0.816, 0.209], [1.055, -1.716, 0.019], [-1.063, -1.126, 1.253], [1.320, 0.868, 0.926], [0.331, 0.944, 2.370], [2.231, -1.284, 1.566], [1.050, -1.522, 2.806], [2.316, -0.251, 2.968], [-0.706, 0.786, -1.171], [-2.177, 0.692, 0.234], [-0.982, 1.584, 0.844], [-1.710, 1.546, -3.045], [-0.350, 0.919, -3.384], [-0.847, 1.334, -2.667]], "lowdin_charge": [0.0621, -0.1327, -0.2982, -0.1966, -0.0777, 0.1179, 0.1398, 0.1661, 0.1323, 0.1227, 0.0698, 0.0882, 0.0877, 0.2828, 0.1420, 0.1279, 0.0945, 0.0925, -0.0210]}

[2]
{"formula": "C13H30NOP2", "method": "the ωB97M-V functional and the def2-TZVPD basis", "gap_ha": [0.327, 0.334], "spin_multiplicity": 2, "e_homo_ev": [-8.073, -8.445], "s2": 0.7542, "fmax_ev_per_a": 0.53, "elements": ["C", "C", "P", "P", "C", "C", "H", "H", "H", "H", "H", "H", "H", "H", "H", "H", "H", "H", "C", "C", "C", "C", "C", "C", "N", "O", "C", "C", "C", "H", "H", "H", "H", "H", "H", "H", "H", "H", "H", "H", "H", "H", "H", "H", "H", "H", "H"], "xyz": [[-6.094, -1.547, 0.073], [-5.256, -0.910, -1.040], [-3.682, -1.741, -1.554], [-4.333, -3.788, -2.124], [-2.922, -2.116, 0.096], [-2.511, -0.853, 0.853], [-7.161, -1.437, -0.125], [-5.896, -2.614, 0.181], [-5.894, -1.076, 1.036], [-5.837, -0.780, -1.953], [-4.937, 0.091, -0.744], [-5.713, -3.500, -2.233], [-4.487, -4.308, -0.815], [-2.037, -2.723, -0.112], [-3.605, -2.727, 0.685], [-1.609, -0.410, 0.433], [-3.299, -0.100, 0.858], [-2.291, -1.096, 1.893], [2.660, 0.659, -1.936], [1.848, 1.365, -0.848], [2.419, 2.753, -0.540], [3.765, 2.694, 0.178], [3.681, 1.862, 1.455], [3.090, 0.460, 1.251], [1.824, 0.597, 0.449], [0.780, 0.826, 1.162], [4.096, -0.481, 0.585], [2.720, -0.153, 2.599], [0.412, 1.473, -1.351], [2.425, 1.132, -2.891], [3.734, 0.729, -1.805], [2.384, -0.394, -2.005], [1.700, 3.288, 0.087], [2.505, 3.307, -1.479], [4.540, 2.302, -0.487], [4.076, 3.708, 0.437], [4.673, 1.750, 1.900], [3.061, 2.392, 2.185], [3.625, -1.438, 0.354], [4.911, -0.664, 1.286], [4.538, -0.089, -0.324], [2.077, 0.502, 3.178], [3.639, -0.335, 3.159], [2.203, -1.103, 2.461], [-0.011, 0.482, -1.524], [0.415, 2.016, -2.297], [-0.224, 1.998, -0.645]], "mulliken_spin": [0.0000, 0.0000, 0.0001, 0.0000, -0.0014, 0.0201, 0.0000, 0.0000, 0.0000, 0.0000, 0.0000, 0.0000, 0.0000, 0.0002, 0.0000, -0.0141, -0.0005, 0.0005, 0.0166, -0.0070, 0.0344, -0.0174, 0.0302, -0.0171, 0.4209, 0.5332, 0.0287, -0.0015, -0.0161, 0.0008, 0.0006, -0.0102, 0.0017, 0.0005, -0.0010, 0.0014, 0.0011, 0.0025, -0.0135, 0.0008, 0.0009, 0.0020, 0.0005, -0.0031, 0.0041, -0.0005, 0.0016]}

[3]
{"formula": "C3H3NO3", "method": "the ωB97M-V functional and the def2-TZVPD basis", "gap_ha": 0.378, "spin_multiplicity": 1, "e_above_lowest_kcal_mol": 36.7, "smiles": "[H]/N=C(/C=O)OC=O", "e_homo_ev": -10.732, "fmax_ev_per_a": 0.58, "elements": ["N", "C", "O", "C", "O", "C", "O", "H", "H", "H"], "xyz": [[-0.668, 1.467, -0.476], [-0.519, 0.238, -0.263], [0.571, -0.547, -0.608], [1.743, -0.327, 0.047], [1.936, 0.539, 0.847], [-1.629, -0.542, 0.389], [-1.552, -1.721, 0.616], [0.155, 1.889, -0.906], [2.470, -1.077, -0.287], [-2.506, 0.081, 0.641]], "lowdin_charge": [0.2267, -0.3781, 0.0500, -0.2975, 0.1039, -0.1716, 0.0969, 0.0879, 0.1522, 0.1296]}

[4]
{"formula": "C19H25N3O5S3", "method": "the ωB97M-V functional and the def2-TZVPD basis", "gap_ha": 0.300, "spin_multiplicity": 1, "e_above_lowest_kcal_mol": 425.6, "e_homo_ev": -8.396, "fmax_ev_per_a": 18.93, "elements": ["C", "C", "H", "H", "O", "C", "O", "C", "C", "C", "C", "N", "C", "N", "C", "S", "C", "H", "H", "H", "S", "C", "H", "C", "O", "N", "C", "C", "H", "H", "H", "H", "H", "C", "C", "H", "H", "S", "O", "O", "C", "C", "H", "H", "H", "H", "H", "H", "C", "H", "H", "H", "H", "H", "H"], "xyz": [[-6.036, 1.212, -6.116], [-4.767, 1.891, -5.724], [-4.080, 2.065, -6.549], [-4.937, 2.819, -5.094], [-3.884, 1.128, -4.832], [-2.832, 1.450, -4.179], [-2.389, 2.563, -4.363], [-2.152, 0.292, -3.423], [-0.954, 0.290, -2.728], [-0.891, -0.828, -2.020], [0.141, -1.558, -1.088], [0.195, -2.651, -0.544], [-0.923, -3.119, -0.847], [-2.115, -3.016, -1.489], [-1.868, -1.758, -2.156], [-3.284, -1.069, -2.989], [-1.104, -4.434, -0.079], [-2.112, -4.934, -0.009], [-0.411, -5.410, -0.699], [-0.789, -4.521, 1.042], [1.709, -0.442, -0.873], [2.386, -1.568, 0.534], [3.468, -1.579, 0.142], [2.079, -1.111, 1.933], [1.767, -2.038, 2.396], [2.637, 0.085, 2.142], [3.399, 1.263, 1.384], [2.514, 2.145, 1.061], [2.227, 2.897, 2.134], [3.001, 3.026, 0.451], [1.632, 1.894, 0.571], [3.812, 0.632, 0.423], [4.249, 1.346, 1.928], [2.509, 0.610, 3.610], [3.079, -0.416, 4.646], [4.064, -0.683, 4.635], [2.780, -1.511, 4.404], [2.209, 0.278, 6.305], [2.099, -0.769, 7.172], [3.303, 1.196, 6.707], [0.758, 1.123, 5.461], [0.844, 0.583, 4.235], [0.525, -0.292, 3.930], [0.511, 1.508, 3.395], [0.170, 0.569, 6.028], [0.956, 2.161, 5.459], [2.886, 1.569, 3.706], [1.964, -2.340, 0.110], [0.005, 1.320, -2.850], [0.123, 1.770, -1.638], [-0.379, 2.160, -3.481], [0.924, 0.990, -3.176], [-5.696, 0.230, -6.874], [-6.697, 1.020, -5.301], [-6.622, 1.961, -6.822]], "lowdin_charge": [-0.0890, -0.2140, 0.1246, 0.1459, -0.0583, -0.5385, 0.0845, -0.2713, -0.3473, -0.2122, -0.3307, 0.1342, -0.4867, 0.1525, -0.4788, 1.1000, -0.0701, 0.0561, 0.1568, 0.0840, 0.9263, -0.2847, 0.1077, -0.6680, 0.2078, 0.0391, -0.2693, -0.1837, 0.1814, 0.1391, 0.0227, 0.1554, 0.0980, -0.1810, -0.1214, 0.0550, 0.1195, 0.7242, -0.2718, -0.3646, -0.2336, -0.1784, 0.0502, 0.1939, 0.0590, 0.1211, 0.0860, -0.0338, -0.0550, 0.1655, 0.0913, 0.0362, 0.1606, 0.0497, 0.1140]}

Number 1: calculated total energy -9919.5095 eV. Number 2: calculated total energy -36080.8519 eV. Number 3: calculated total energy -10791.1090 eV. Number 4: calculated total energy -67305.0028 eV.